1.
Density functional theory data (ωB97M-V with the def2-TZVPD basis set) for C14H22Cl16GaO as an isolated structure.

The geometry in XYZ format:
```
54
Properties=species:S:1:pos:R:3:mulliken_charge:R:1
C 3.320 1.917 0.421 -1.206
C 2.235 0.778 0.524 -0.085
C 2.702 -0.688 0.899 -0.782
C 0.845 0.973 0.342 0.278
C 0.378 1.785 -0.921 -0.672
C -1.162 1.681 -1.266 0.075
C -1.723 0.213 -1.498 0.553
C -0.801 -0.731 -2.381 -1.050
C -2.180 -0.521 -0.142 -0.590
C -3.355 0.258 0.608 -1.018
Ga -2.745 1.510 2.124 0.460
O -3.648 3.187 1.814 -0.670
H 3.062 2.752 1.142 0.242
H 4.293 1.466 0.801 0.372
H 3.486 2.327 -0.615 0.236
H 2.344 -0.872 1.968 0.283
H 2.212 -1.463 0.252 -0.078
H 3.826 -0.777 0.937 0.378
H 0.185 0.558 1.146 0.150
H 0.993 1.483 -1.812 0.398
H 0.594 2.886 -0.709 0.299
H -1.305 2.236 -2.255 0.100
H -1.836 2.216 -0.532 -0.484
H -2.696 0.339 -2.079 0.480
H -1.243 -0.916 -3.414 0.217
H 0.244 -0.354 -2.556 0.197
H -0.755 -1.741 -1.865 0.131
H -1.313 -0.807 0.516 0.167
H -2.636 -1.507 -0.500 0.381
H -3.993 0.842 -0.121 0.249
H -4.027 -0.532 1.084 0.440
H -3.114 0.990 3.607 -0.386
H -1.165 1.881 2.075 -0.166
H -3.412 3.377 0.888 0.221
C 2.137 -4.970 0.146 0.249
Cl 1.878 -5.571 1.796 -0.040
Cl 0.896 -3.766 -0.247 -0.012
Cl 3.742 -4.223 0.036 -0.107
Cl 2.034 -6.323 -1.000 -0.119
C -1.015 6.097 1.066 0.302
Cl -1.865 7.602 1.481 -0.130
Cl -1.776 5.365 -0.361 -0.083
Cl 0.686 6.463 0.703 -0.123
Cl -1.102 4.971 2.428 -0.016
C -1.688 0.756 -6.740 0.315
Cl -1.594 2.042 -7.961 -0.116
Cl -3.071 -0.297 -7.096 -0.108
Cl -0.193 -0.200 -6.773 -0.103
Cl -1.891 1.478 -5.135 -0.023
C 3.042 -6.834 5.835 0.366
Cl 2.830 -8.287 6.832 -0.104
Cl 4.623 -6.893 5.031 -0.101
Cl 1.759 -6.763 4.612 -0.078
Cl 2.957 -5.392 6.865 -0.091
```

Computed properties:
* orbital gap: 6.07 eV
* maximum force: 3.0 eV Å⁻¹
* energy relative to the best compared isomer or geometry (same formula, charge and spin): 1.374 eV
* LUMO level: 1.411 eV
* net charge: -1

2.
Density functional theory data (ωB97M-V with the def2-TZVPD basis set) for a 10-piece molecular cluster, C14H22Cl27IN4OP overall.

The geometry in XYZ format:
```
70
Properties=species:S:1:pos:R:3:mulliken_charge:R:1
C -2.895 -1.757 8.533 -0.977
P -2.517 -2.916 7.079 0.121
O -3.989 -3.771 6.834 -0.461
C -2.220 -1.808 5.569 0.027
I -3.497 -2.137 3.834 0.199
N -2.469 -0.367 5.987 -0.317
C -2.083 0.312 4.724 -0.084
N -2.821 1.242 4.167 -0.068
N -0.871 -0.291 4.316 0.178
C -0.747 -1.597 5.023 -0.016
C -0.047 -2.831 4.305 -0.014
N 0.979 -3.463 5.163 -0.664
H -1.922 -1.240 8.766 0.297
H -3.688 -0.995 8.263 0.324
H -3.203 -2.364 9.422 0.356
H -4.665 -3.072 6.729 0.332
H -1.691 -0.149 6.636 0.315
H -3.831 1.178 4.326 0.273
H -2.464 2.011 3.579 0.179
H -0.624 -0.257 3.324 0.078
H -0.048 -1.363 5.882 0.270
H 0.414 -2.464 3.348 0.276
H -0.794 -3.629 4.011 -0.178
H 0.791 -3.320 6.157 0.277
H 1.882 -3.002 4.995 0.297
C 0.322 2.267 1.562 -0.400
Cl -1.418 2.525 1.793 -0.221
Cl 1.225 2.865 2.958 -0.069
Cl 0.668 0.555 1.287 -0.087
H 0.635 2.827 0.685 0.718
C 4.311 1.003 -0.924 -0.149
Cl 4.550 -0.645 -0.326 -0.102
Cl 3.516 0.986 -2.504 -0.022
Cl 3.372 1.950 0.239 -0.088
H 5.285 1.469 -1.037 0.369
C 1.572 2.425 -5.489 0.162
Cl 1.811 0.778 -4.891 -0.126
Cl 0.777 2.401 -7.067 -0.088
Cl 0.631 3.377 -4.333 -0.014
H 2.544 2.890 -5.603 0.026
C -2.622 -5.836 1.646 0.000
Cl -1.672 -4.513 0.952 -0.080
Cl -2.042 -7.395 1.056 -0.116
Cl -2.568 -5.778 3.413 -0.091
H -3.654 -5.714 1.333 0.304
C 2.324 -3.792 -1.931 -0.140
Cl 1.313 -4.205 -0.539 -0.089
Cl 2.644 -2.053 -1.974 0.014
Cl 3.840 -4.700 -1.887 -0.124
H 1.788 -4.065 -2.835 0.330
C 4.937 2.831 -8.460 -0.025
Cl 5.185 1.191 -7.849 -0.102
Cl 4.116 2.795 -10.025 -0.103
Cl 4.015 3.795 -7.297 -0.109
H 5.908 3.297 -8.595 0.365
C -0.889 6.293 -0.308 -0.040
Cl 0.056 7.783 -0.219 -0.110
Cl -0.599 5.462 -1.839 -0.050
Cl -0.507 5.229 1.055 -0.088
H -1.942 6.552 -0.253 0.318
C -3.823 3.358 -4.457 -0.062
Cl -2.311 2.715 -5.106 -0.036
Cl -4.331 2.440 -3.032 -0.127
Cl -3.653 5.074 -4.062 -0.114
H -4.592 3.259 -5.217 0.346
C 2.561 -0.676 -10.202 0.111
Cl 2.816 -2.317 -9.596 -0.129
Cl 1.764 -0.711 -11.780 -0.129
Cl 1.618 0.275 -9.048 -0.026
H 3.531 -0.201 -10.320 0.174
```

Computed properties:
* orbital gap: 8.22 eV
* maximum force: 3.6 eV Å⁻¹
* LUMO level: -3.587 eV
* net charge: +1

3.
Density functional theory data (ωB97M-V with the def2-TZVPD basis set) for a 2-piece molecular cluster, C14H22ClN4O4S overall.

The geometry in XYZ format:
```
46
Properties=species:S:1:pos:R:3:mulliken_charge:R:1
N -2.590 0.598 -3.425 -0.329
C -3.309 0.324 -2.300 0.219
N -4.609 0.541 -2.328 -0.211
C -5.275 0.477 -0.991 -0.626
C -4.850 -0.761 -0.268 -0.888
C -3.332 -0.972 -0.265 0.485
C -2.778 -0.887 1.160 -1.357
C -1.279 -0.552 1.266 -0.741
C -1.122 0.878 1.805 -0.805
C 0.347 1.324 1.824 -0.431
S 0.729 2.551 0.594 1.074
O 0.120 3.754 0.967 -0.513
O 2.120 2.564 0.409 -0.471
Cl -0.152 1.965 -1.179 -0.198
N -2.618 -0.103 -1.221 -0.107
H -2.102 -0.119 -3.933 0.249
H -2.490 1.563 -3.699 0.230
H -4.698 1.498 -2.685 0.350
H -5.048 1.397 -0.463 0.332
H -6.340 0.429 -1.156 0.398
H -5.214 -0.672 0.744 0.441
H -5.317 -1.651 -0.659 0.397
H -3.160 -1.983 -0.599 0.359
H -2.930 -1.863 1.597 0.374
H -3.347 -0.175 1.744 0.549
H -0.805 -1.198 1.985 0.494
H -0.763 -0.579 0.314 0.537
H -1.695 1.592 1.218 0.514
H -1.504 0.893 2.816 0.265
H 0.989 0.460 1.717 0.043
H 0.585 1.796 2.761 0.414
H -2.260 0.752 -0.785 -0.015
C 6.296 0.049 -1.045 -0.398
C 5.047 0.469 -0.608 -0.534
C 4.346 -0.294 0.309 -0.023
C 4.907 -1.463 0.780 -0.031
C 6.146 -1.900 0.355 -0.423
C 6.843 -1.135 -0.566 -0.465
N 4.157 -2.253 1.771 1.025
O 3.053 -1.843 2.102 -0.638
O 4.673 -3.263 2.199 -0.587
H 6.848 0.648 -1.757 0.389
H 4.620 1.392 -0.977 0.422
H 3.377 0.031 0.653 0.394
H 6.569 -2.820 0.731 0.451
H 7.815 -1.461 -0.909 0.384
```

Computed properties:
* orbital gap: 7.43 eV
* maximum force: 2.2 eV Å⁻¹
* LUMO level: -4.329 eV
* net charge: +1

4.
Density functional theory data (ωB97M-V with the def2-TZVPD basis set) for C14H22ClNOs as an isolated structure.

The geometry in XYZ format:
```
39
Properties=species:S:1:pos:R:3:mulliken_spin:R:1
C 3.237 0.077 -5.975 -0.004
C 2.548 -0.929 -6.926 0.165
C 3.186 1.495 -6.589 0.015
C 4.709 -0.342 -5.750 0.111
Cl 2.391 0.085 -4.425 0.666
H 3.717 1.528 -7.582 -0.001
H 3.680 2.213 -5.925 0.008
H 2.147 1.797 -6.758 0.006
H 3.062 -0.961 -7.928 0.013
H 1.506 -0.636 -7.096 -0.004
H 2.586 -1.938 -6.501 -0.001
H 5.281 -0.358 -6.721 0.009
H 4.754 -1.350 -5.322 0.000
H 5.207 0.369 -5.083 -0.001
C -2.349 0.283 0.233 0.028
C -1.769 1.497 -0.282 0.009
C -1.258 1.213 -1.601 -0.005
H -1.921 2.531 0.155 0.005
C -1.494 -0.171 -1.881 0.216
C -2.156 -0.744 -0.747 0.106
H -2.630 -1.770 -0.703 0.010
H -2.980 0.201 1.154 -0.003
H -0.901 1.984 -2.337 -0.003
H -1.322 -0.671 -2.875 0.023
C 1.735 -0.363 1.607 0.109
C 0.827 0.605 2.143 0.027
C 0.849 1.757 1.279 0.017
H 0.315 0.546 3.138 -0.003
C 1.813 1.503 0.236 -0.011
C 2.350 0.192 0.436 0.216
H 3.212 -0.254 -0.132 0.024
H 2.057 -1.310 2.138 0.010
H 0.394 2.765 1.520 0.007
H 2.193 2.268 -0.496 -0.003
Os -0.078 0.325 0.096 2.145
N 0.214 -2.162 -0.014 0.079
H -0.670 -2.395 -0.531 -0.014
H 0.338 -3.208 0.022 0.040
H 1.091 -2.157 0.532 -0.014
```

Computed properties:
* orbital gap (spin up / spin down): 5.80 / 2.30 eV
* spin multiplicity: 5
* maximum force: 3.5 eV Å⁻¹
* energy relative to the best compared isomer or geometry (same formula, charge and spin): 2.818 eV
* LUMO level (spin up / spin down): -5.569 / -12.702 eV
* net charge: +2
* expectation value of S²: 6.023

5.
Density functional theory data (ωB97M-V with the def2-TZVPD basis set) for a single C14H22FNO2 molecule.

The geometry in XYZ format:
```
40
Properties=species:S:1:pos:R:3:mulliken_charge:R:1
C -1.368 -2.351 2.950 -1.442
C -0.739 -0.982 2.725 0.228
C -1.605 0.141 3.291 -0.783
C -0.989 1.516 3.048 -0.838
N -0.830 1.759 1.626 -0.020
C -0.258 3.055 1.316 -0.790
C -0.030 3.223 -0.192 -0.572
O 1.125 2.584 -0.674 -0.450
C 1.074 1.174 -0.628 0.062
C 2.316 0.625 -1.343 -0.862
O 2.086 0.278 -2.690 -0.473
C 1.366 -0.838 -2.977 0.441
C 1.177 -1.096 -4.338 -0.490
C 0.475 -2.206 -4.757 -0.475
C -0.043 -3.067 -3.805 0.322
F -0.736 -4.158 -4.206 -0.334
C 0.128 -2.837 -2.455 -0.738
C 0.833 -1.719 -2.039 -0.072
H -2.341 -2.410 2.466 0.345
H -1.505 -2.538 4.014 0.359
H -0.735 -3.136 2.544 0.387
H -0.600 -0.811 1.656 -0.016
H 0.244 -0.949 3.199 0.248
H -2.594 0.103 2.829 0.318
H -1.734 -0.001 4.366 0.372
H 0.007 1.558 3.500 0.384
H -1.609 2.290 3.536 0.370
H -1.733 1.668 1.168 0.202
H 0.709 3.127 1.823 0.355
H -0.889 3.889 1.672 0.457
H 0.123 4.281 -0.418 0.356
H -0.918 2.866 -0.737 0.327
H 1.045 0.832 0.414 0.100
H 0.162 0.820 -1.132 0.409
H 2.735 -0.227 -0.796 0.383
H 3.059 1.424 -1.384 0.380
H 1.596 -0.404 -5.050 0.411
H 0.326 -2.411 -5.805 0.414
H -0.288 -3.524 -1.736 0.435
H 0.957 -1.549 -0.981 0.288
```

Computed properties:
* orbital gap: 9.20 eV
* maximum force: 0.5 eV Å⁻¹
* energy relative to the best compared isomer or geometry (same formula, charge and spin): 0.082 eV
* LUMO level: 0.838 eV
* SMILES: CCCCNCCOCCOc1ccc(F)cc1

6.
Density functional theory data (ωB97M-V with the def2-TZVPD basis set) for C14H22N2OS as an isolated structure.

The geometry in XYZ format:
```
40
Properties=species:S:1:pos:R:3:mulliken_charge:R:1
C -1.553 3.083 1.432 -2.340
H -2.195 2.599 2.032 0.494
H -1.588 4.024 1.382 0.727
C -0.017 2.800 1.840 -0.909
H 0.287 3.451 2.699 0.498
H 0.596 3.336 1.158 0.466
C 0.132 1.474 2.121 1.484
C -0.410 0.792 3.321 -1.838
H -0.412 1.516 4.176 0.371
H -0.134 -0.147 3.599 0.517
H -1.575 0.532 3.186 0.317
C 1.893 1.260 2.661 -2.076
H 2.205 0.357 2.547 0.605
H 2.382 1.621 1.807 0.556
H 2.064 1.832 3.439 0.575
C -0.113 0.551 0.899 -1.015
C 0.817 0.948 -0.479 -1.171
H 0.860 1.998 -0.470 0.415
H 1.956 0.318 -0.210 0.266
C 0.188 0.234 -1.567 -0.379
C 0.150 -1.183 -1.434 0.526
C -0.122 -1.743 -0.053 -0.867
S -0.227 -3.571 -0.157 -0.263
C -0.362 -3.482 -1.885 0.403
C 0.157 -2.322 -2.401 -0.323
C -0.218 -2.099 -3.989 0.537
O -0.234 -2.841 -4.863 -0.640
N -0.330 -0.906 -4.342 -0.434
H -0.715 0.089 -3.785 0.284
H -0.624 -0.674 -5.455 0.293
N -0.180 -4.717 -2.622 -0.480
H -0.471 -5.424 -2.265 0.156
H -0.339 -4.525 -3.684 0.260
C 0.172 -0.919 1.013 0.254
H -0.613 -1.324 1.753 0.313
H 1.106 -1.439 1.629 0.028
H 1.171 0.399 -2.479 0.294
H -0.906 0.743 -1.830 0.203
H -1.046 0.640 0.631 1.167
H -1.751 2.717 0.644 0.726
```

Computed properties:
* orbital gap: 7.74 eV
* maximum force: 15.1 eV Å⁻¹
* energy relative to the best compared isomer or geometry (same formula, charge and spin): 13.375 eV
* LUMO level: 0.390 eV

- What is the maximum force in the third record?
  2.2 eV Å⁻¹

Repeat the third record exactly.
Density functional theory data (ωB97M-V with the def2-TZVPD basis set) for a 2-piece molecular cluster, C14H22ClN4O4S overall.

The geometry in XYZ format:
```
46
Properties=species:S:1:pos:R:3:mulliken_charge:R:1
N -2.590 0.598 -3.425 -0.329
C -3.309 0.324 -2.300 0.219
N -4.609 0.541 -2.328 -0.211
C -5.275 0.477 -0.991 -0.626
C -4.850 -0.761 -0.268 -0.888
C -3.332 -0.972 -0.265 0.485
C -2.778 -0.887 1.160 -1.357
C -1.279 -0.552 1.266 -0.741
C -1.122 0.878 1.805 -0.805
C 0.347 1.324 1.824 -0.431
S 0.729 2.551 0.594 1.074
O 0.120 3.754 0.967 -0.513
O 2.120 2.564 0.409 -0.471
Cl -0.152 1.965 -1.179 -0.198
N -2.618 -0.103 -1.221 -0.107
H -2.102 -0.119 -3.933 0.249
H -2.490 1.563 -3.699 0.230
H -4.698 1.498 -2.685 0.350
H -5.048 1.397 -0.463 0.332
H -6.340 0.429 -1.156 0.398
H -5.214 -0.672 0.744 0.441
H -5.317 -1.651 -0.659 0.397
H -3.160 -1.983 -0.599 0.359
H -2.930 -1.863 1.597 0.374
H -3.347 -0.175 1.744 0.549
H -0.805 -1.198 1.985 0.494
H -0.763 -0.579 0.314 0.537
H -1.695 1.592 1.218 0.514
H -1.504 0.893 2.816 0.265
H 0.989 0.460 1.717 0.043
H 0.585 1.796 2.761 0.414
H -2.260 0.752 -0.785 -0.015
C 6.296 0.049 -1.045 -0.398
C 5.047 0.469 -0.608 -0.534
C 4.346 -0.294 0.309 -0.023
C 4.907 -1.463 0.780 -0.031
C 6.146 -1.900 0.355 -0.423
C 6.843 -1.135 -0.566 -0.465
N 4.157 -2.253 1.771 1.025
O 3.053 -1.843 2.102 -0.638
O 4.673 -3.263 2.199 -0.587
H 6.848 0.648 -1.757 0.389
H 4.620 1.392 -0.977 0.422
H 3.377 0.031 0.653 0.394
H 6.569 -2.820 0.731 0.451
H 7.815 -1.461 -0.909 0.384
```

Computed properties:
* orbital gap: 7.43 eV
* maximum force: 2.2 eV Å⁻¹
* LUMO level: -4.329 eV
* net charge: +1

- Which of these has the lowest maximum force?
  C14H22FNO2

- Which of these has the lowest maximum force?
  C14H22FNO2